47
Properties=species:S:1:pos:R:3:mulliken_spin:R:1 method="wB97M-V/def2-TZVPD" spin_multiplicity=5 relative_energy_ev=0.762 charge=+2 orbital_gap_ha="0.3266 / 0.2098" energy_ev=-53254.3436 e_homo_ha="-0.5596 / -0.5958" s2=6.01
Rh -0.009 0.080 0.928 2.823
P -2.058 -0.147 0.410 0.088
C -2.128 0.276 -1.482 0.022
C -0.830 0.922 -1.867 0.003
N 0.273 0.749 -1.086 0.089
C 1.501 1.077 -1.502 0.019
C 1.662 1.801 -2.677 0.023
C 0.562 2.068 -3.497 0.012
C -0.699 1.588 -3.107 0.001
C 2.637 0.612 -0.607 -0.010
P 2.087 -0.825 0.389 0.240
H -1.597 1.755 -3.693 0.002
H 2.674 2.080 -2.933 0.002
H 0.686 2.624 -4.422 -0.001
H 3.483 0.303 -1.223 0.007
H 2.933 1.400 0.107 0.000
H -2.184 -0.730 -1.912 0.002
H -3.020 0.804 -1.830 0.003
H -1.171 -2.520 -2.038 -0.002
O -1.348 -2.274 -2.958 0.001
H -2.222 -2.657 -3.008 0.000
H 0.237 -2.045 -0.094 0.024
O -0.321 -2.716 -0.389 0.026
H -0.119 -3.662 -0.419 -0.002
C 2.602 -2.252 -0.612 0.021
H 3.532 -1.992 -1.144 0.006
H 2.777 -3.104 0.070 -0.003
H 1.817 -2.546 -1.337 0.004
C 2.961 -0.912 1.938 0.040
H 2.893 -1.951 2.289 0.002
H 3.996 -0.627 1.727 0.020
H 2.481 -0.234 2.659 -0.010
C -3.108 1.138 1.097 0.047
H -4.025 1.298 0.513 0.015
H -3.318 0.725 2.090 0.000
H -2.491 2.043 1.165 0.003
C -2.846 -1.763 0.621 0.048
H -3.020 -1.807 1.702 0.001
H -3.800 -1.873 0.085 0.020
H -2.099 -2.512 0.322 -0.011
F 0.398 1.948 5.342 0.003
C 0.092 2.621 4.196 0.008
F -1.155 3.161 4.356 0.001
F 0.957 3.665 4.071 0.000
C 0.127 1.709 2.907 -0.005
O 0.104 0.449 3.078 0.173
O 0.094 2.252 1.774 0.240